{
  "formula": "C4H6O2",
  "method": "wB97M-V/def2-TZVPD",
  "e_above_lowest_kj_mol": 427.6,
  "total_energy_ha": -306.343435,
  "e_homo_ev": -9.60,
  "orbital_gap_ha": 0.391,
  "fmax_ev_per_a": 5.20,
  "smiles": "C1OC[C@H]2O[C@@H]12",
  "symbols": ["H", "H", "O", "H", "H", "H", "C", "C", "O", "H", "C", "C"],
  "xyz": [[-0.991, -1.582, -1.026], [0.241, -1.950, 1.293], [1.034, -1.199, -0.522], [0.264, 0.591, -2.011], [-0.543, 1.152, 1.765], [1.145, 0.944, 1.816], [-0.291, 0.649, -1.085], [-0.333, -0.840, -0.616], [0.191, 1.523, -0.021], [-1.433, 0.892, -1.480], [0.472, -0.890, 0.742], [0.245, 0.711, 1.146]],
  "atomic_forces_ev_per_a": [[-0.31, -0.10, 0.06], [0.66, 3.34, -0.45], [1.22, 0.44, 0.53], [0.81, 0.86, 0.12], [-0.77, -1.78, 0.19], [-0.62, 0.29, -1.42], [-4.34, -0.97, -0.63], [2.17, 1.75, 1.35], [0.24, -2.43, -1.58], [2.61, 0.02, 1.36], [-4.94, -1.08, -1.22], [3.27, -0.34, 1.69]]
}



{
  "formula": "C29H56ClIN2O7S",
  "method": "wB97M-V/def2-TZVPD",
  "total_energy_ha": -2930.663080,
  "s2": 2.008,
  "e_homo_ev": [-8.45, -9.30],
  "orbital_gap_ha": [0.311, 0.342],
  "fmax_ev_per_a": 2.33,
  "spin_multiplicity": 3,
  "symbols": ["H", "H", "H", "H", "C", "H", "S", "O", "H", "H", "H", "C", "C", "H", "H", "H", "H", "H", "H", "H", "H", "H", "H", "H", "O", "C", "H", "H", "I", "C", "H", "H", "H", "H", "O", "C", "O", "C", "H", "O", "H", "H", "H", "H", "C", "H", "C", "H", "H", "C", "N", "C", "H", "H", "Cl", "C", "C", "C", "C", "C", "N", "C", "O", "H", "C", "H", "H", "C", "H", "H", "H", "C", "H", "C", "O", "C", "H", "H", "H", "H", "C", "H", "H", "H", "H", "H", "C", "C", "H", "H", "C", "H", "H", "H", "C", "C", "C"],
  "xyz": [[4.263, -1.261, 2.340], [-1.283, -4.901, -1.852], [-1.225, 5.079, -3.522], [5.611, -0.170, 0.844], [-0.318, 3.877, -5.017], [-0.890, 3.480, -2.948], [-3.470, -0.069, -3.994], [4.415, 2.728, 3.776], [-2.877, -1.088, 1.915], [6.869, 2.035, 5.156], [-3.537, 0.891, 0.104], [2.119, -2.982, -0.610], [-5.176, 2.957, -2.314], [-2.092, -4.188, 0.291], [-2.823, 3.725, -5.218], [6.206, -0.850, 2.862], [1.526, 0.752, 2.559], [6.422, -0.391, 4.553], [0.836, -5.509, 2.434], [6.171, 2.734, 1.607], [2.049, 1.156, 4.197], [-6.103, 1.475, 1.297], [-7.651, 1.735, -0.248], [3.630, 2.134, 1.067], [-2.736, 1.270, -4.527], [-0.221, -3.941, 1.333], [-4.153, -2.274, 1.736], [-7.129, 2.239, -2.733], [-5.612, 2.348, -5.251], [0.859, -0.923, -0.819], [-1.962, -3.400, 2.539], [1.353, -5.393, 0.774], [-0.773, 3.368, -5.855], [0.346, -5.143, -1.272], [-2.563, -0.900, -3.294], [-4.564, 0.515, 0.195], [-4.059, -0.711, -5.104], [-6.701, 1.560, -0.751], [-6.786, 0.559, -1.160], [-4.711, -0.370, 1.292], [-7.100, 3.550, -1.601], [-3.338, 4.485, -3.748], [3.255, 0.465, 0.703], [-0.094, -0.398, -0.867], [0.698, -2.399, -0.475], [2.779, -2.584, 0.163], [7.015, 2.229, 4.092], [2.538, -2.706, -1.578], [-3.377, -1.644, 0.286], [3.664, 0.825, 2.782], [4.692, 1.470, 3.653], [-1.089, -4.627, 0.274], [-0.429, -3.393, 3.426], [3.956, -0.940, 4.052], [1.170, 2.989, -4.512], [2.261, 1.311, 3.138], [-0.225, -3.063, -1.494], [-3.124, 2.327, -3.599], [-3.718, -1.383, 1.288], [1.032, -4.801, 1.630], [0.192, -2.568, 0.918], [3.912, 1.101, 1.298], [-0.795, -1.752, 1.108], [8.061, 2.036, 3.854], [-5.609, 1.626, 0.343], [1.489, -0.421, -0.083], [-4.465, 3.054, -1.494], [5.359, 0.895, 0.855], [7.349, 1.449, 1.479], [-5.208, 3.924, -2.801], [-4.753, -0.070, -0.705], [6.628, -0.098, 3.523], [1.868, -4.182, 1.955], [-4.595, 2.015, -3.350], [-4.543, 0.646, -3.010], [-1.253, 4.031, -3.808], [-5.149, 2.607, 0.393], [7.707, -0.140, 3.376], [5.476, 1.244, -0.173], [6.831, 3.286, 3.909], [-2.725, 3.680, -4.138], [1.330, -0.811, -1.795], [-2.462, 2.149, -2.748], [-1.203, -4.916, 2.979], [0.045, 4.850, -5.317], [2.118, 2.364, 2.905], [6.120, 1.330, 3.245], [-1.000, -3.899, 2.646], [2.155, -4.067, -0.566], [-1.162, -2.502, -1.557], [3.638, -0.702, 3.036], [2.628, -1.098, 2.924], [-1.211, -5.680, 0.538], [0.226, -3.011, -2.487], [-0.542, -4.516, -1.150], [-6.600, 2.622, -1.863], [6.317, 1.661, 1.765]],
  "atomic_forces_ev_per_a": [[0.08, 0.02, 0.06], [0.01, -0.02, 0.00], [0.05, 0.12, 0.15], [0.00, 0.00, 0.04], [0.51, -0.05, 0.96], [0.09, -0.21, 0.01], [1.34, -1.04, -1.46], [-0.12, -0.01, 0.71], [0.14, 0.06, -0.25], [-0.03, 0.00, -0.01], [0.09, 0.09, 0.26], [0.06, -0.27, 0.11], [-0.53, -0.47, -0.10], [0.04, 0.11, 0.07], [-0.36, -0.17, -0.15], [-0.07, 0.01, 0.04], [0.10, -0.12, -0.03], [-0.04, 0.02, 0.00], [-0.15, 0.02, -0.02], [-0.08, 0.01, 0.13], [0.02, 0.02, 0.01], [0.11, -0.10, 0.23], [-0.20, -0.03, -0.08], [-0.02, 0.03, 0.15], [-0.64, -0.51, 0.74], [0.88, -1.37, 0.85], [-0.13, -0.09, 0.02], [-0.18, 0.10, -0.13], [-0.38, -0.05, 0.00], [-0.43, 0.43, 0.26], [0.09, 0.13, -0.01], [0.04, 0.08, -0.03], [0.03, -0.25, -0.07], [0.01, 0.02, 0.03], [0.14, 0.62, 1.49], [-0.26, -0.14, 0.14], [-1.15, 0.46, -0.44], [-0.23, 0.91, 0.59], [0.25, -0.17, -0.14], [0.20, 0.05, -0.11], [-0.01, 0.05, 0.33], [-0.40, -0.20, 0.22], [-0.08, -0.04, 0.12], [-0.05, -0.07, 0.13], [1.75, -0.07, -0.78], [-0.04, 0.00, 0.03], [-0.27, 0.48, 0.14], [-0.09, 0.10, -0.01], [0.07, 0.12, -0.13], [-0.83, -1.67, 0.07], [-0.09, 1.73, -1.55], [-0.18, 0.20, -0.52], [0.00, 0.02, -0.01], [0.04, 0.03, 0.00], [-0.12, -0.06, -0.30], [0.02, 0.53, 0.17], [-0.56, -0.31, 0.09], [0.75, 0.21, -0.76], [-0.21, -0.04, 0.60], [0.21, -0.03, -0.16], [-2.11, 0.15, -0.98], [0.44, 0.35, -0.28], [0.53, 0.35, 0.49], [-0.03, -0.14, -0.07], [-0.27, -0.58, -0.48], [-0.04, -0.01, 0.04], [-0.02, -0.17, 0.21], [-0.01, -0.02, 0.12], [0.04, -0.04, 0.15], [0.11, 0.17, -0.12], [0.02, 0.07, -0.24], [-0.14, -0.23, -0.11], [-0.01, 0.04, -0.03], [0.84, 1.37, -0.07], [0.12, -0.38, -0.41], [-0.47, 0.34, -0.55], [0.05, 0.18, -0.02], [0.01, 0.13, 0.01], [-0.01, -0.03, -0.01], [-0.12, -0.02, 0.03], [0.85, 0.34, -0.21], [0.06, -0.19, -0.01], [-0.75, -0.07, 0.70], [0.11, -0.06, -0.09], [-0.02, 0.11, -0.32], [0.11, 0.04, 0.13], [1.30, -1.20, 0.42], [-0.27, 0.48, 0.03], [-0.01, 0.01, 0.08], [0.03, 0.07, 0.09], [0.20, -0.18, -0.02], [-0.05, 0.13, -0.09], [0.06, 0.03, 0.16], [0.12, 0.11, 0.05], [0.07, 0.06, 0.11], [0.43, -0.60, -0.07], [-0.37, 0.13, -0.38]]
}



{
  "formula": "C39H41NO2P2V",
  "method": "wB97M-V/def2-TZVPD",
  "e_above_lowest_kj_mol": 189.1,
  "total_energy_ha": -3341.899601,
  "s2": 1.066,
  "e_homo_ev": [-13.34, -12.90],
  "orbital_gap_ha": [0.223, 0.207],
  "fmax_ev_per_a": 5.48,
  "spin_multiplicity": 2,
  "total_charge": 2,
  "symbols": ["C", "C", "H", "C", "H", "H", "H", "C", "C", "C", "C", "C", "H", "H", "C", "O", "C", "C", "H", "H", "H", "C", "C", "H", "H", "H", "C", "H", "C", "C", "C", "H", "H", "H", "H", "C", "H", "H", "C", "C", "V", "C", "C", "H", "H", "C", "H", "H", "H", "C", "H", "H", "C", "H", "H", "H", "P", "H", "H", "C", "P", "C", "C", "C", "C", "H", "C", "H", "C", "H", "H", "C", "C", "N", "H", "O", "C", "C", "H", "C", "H", "C", "H", "C", "H", "H"],
  "xyz": [[-2.719, -2.938, 2.181], [3.135, 3.060, -0.143], [2.312, -1.556, -1.599], [-2.490, 5.563, 0.941], [1.385, -1.514, -4.110], [-0.506, -1.580, -3.484], [1.452, 0.923, -2.120], [1.989, 1.176, 2.254], [1.820, -0.631, -3.610], [4.011, 0.455, 1.455], [3.020, 1.974, -2.296], [1.765, 2.989, 0.004], [-0.390, -5.218, -2.010], [2.629, 1.083, 4.286], [0.010, -4.606, -1.196], [4.819, 0.076, 0.608], [1.576, 2.042, -2.238], [-2.817, 5.287, -0.390], [2.926, -3.952, 0.472], [-3.726, -1.228, 3.058], [-1.440, 2.441, -2.963], [2.981, 1.529, 3.354], [-2.382, 4.108, -1.019], [-5.139, -5.123, 4.243], [-3.423, 6.003, -0.937], [4.835, 2.123, -1.169], [1.866, -3.899, 0.201], [0.027, -1.121, -0.666], [-1.927, 0.606, -0.026], [0.969, 2.320, -0.960], [-3.515, -5.120, 2.837], [-1.602, -1.579, -2.113], [2.996, 2.620, 3.463], [-1.860, -4.809, 1.492], [-0.783, 2.701, 1.638], [-1.539, 0.304, -3.166], [4.630, 0.132, 3.481], [0.308, -0.682, 2.373], [1.640, -0.840, -2.111], [-0.788, 1.574, -2.742], [2.159, 0.676, -0.879], [-0.672, -1.021, 2.719], [-2.629, -4.335, 2.103], [1.907, 1.135, -4.924], [-2.789, 6.501, 1.407], [-3.684, -2.319, 3.000], [-1.898, -3.681, -0.774], [-5.278, -2.636, 4.411], [-1.617, 0.259, -4.265], [-4.547, -3.112, 3.754], [2.889, -0.611, -3.869], [-0.577, -1.668, 3.605], [3.767, 2.319, -1.162], [0.574, 2.740, -3.945], [-3.453, -6.209, 2.756], [-2.587, 0.347, -2.802], [-0.776, 1.678, -0.924], [-2.704, 3.852, -2.030], [-3.190, -1.051, -0.068], [1.359, -4.705, -0.831], [-1.510, -1.888, 1.420], [-0.349, -2.991, 0.584], [0.613, 1.787, -3.377], [1.020, -3.037, 0.905], [0.283, -0.652, -1.612], [0.347, 0.333, -4.928], [-1.313, 3.456, 1.053], [-1.576, 4.770, 2.734], [-1.775, 4.614, 1.677], [-1.258, -0.128, 2.966], [3.751, 3.645, 0.530], [-2.200, -0.708, 0.277], [-1.532, 3.242, -0.314], [2.649, 0.555, 1.209], [-2.833, 1.238, 0.129], [0.787, 1.444, 2.271], [4.288, 0.970, 2.871], [-0.851, -0.965, -2.628], [1.242, 3.535, 0.787], [-4.459, -4.507, 3.664], [2.026, -5.390, -1.367], [1.158, 0.657, -4.272], [1.421, -2.419, 1.711], [-0.839, -3.742, -0.504], [5.078, 1.722, 2.850], [3.527, 1.611, -3.193]],
  "atomic_forces_ev_per_a": [[-0.80, 0.12, 0.11], [0.24, -0.21, 0.31], [-0.20, -0.01, -0.36], [0.25, -0.38, -0.18], [0.35, 0.34, -0.09], [0.07, 0.37, 0.70], [-1.27, -1.82, -2.06], [0.55, -0.22, -0.25], [0.00, -0.29, -0.45], [0.15, 0.14, -0.21], [1.76, 0.68, -0.53], [-1.04, 1.26, -0.64], [0.20, 0.25, 0.31], [0.04, 0.23, 0.02], [-0.04, 0.04, 0.06], [-1.06, 0.34, 0.80], [-0.61, -0.43, -0.96], [0.05, -0.16, -0.08], [-0.44, 0.01, -0.13], [-0.10, -0.32, 0.06], [0.38, -0.29, -0.30], [-0.83, 0.03, -0.04], [0.40, 0.13, 0.35], [0.08, 0.09, -0.05], [0.06, -0.19, 0.01], [-0.14, 0.20, 0.10], [-0.08, -0.12, -0.08], [0.63, 0.14, -0.08], [-0.94, -1.33, 0.50], [-0.91, 1.49, 2.12], [0.00, 0.18, 0.00], [0.27, 0.13, -0.11], [-0.09, -0.20, 0.11], [-0.31, 0.12, 0.22], [-0.01, 0.33, -0.10], [-0.65, 0.03, -0.49], [0.15, 0.06, -0.05], [-0.31, -0.02, 0.06], [0.03, -0.26, -0.52], [-1.95, -0.10, -0.41], [1.29, -1.46, 5.13], [0.14, 0.41, 0.35], [-0.01, 0.02, 0.02], [-0.27, -0.33, 0.17], [-0.06, -0.27, -0.16], [0.03, -0.33, 0.03], [0.32, -0.08, 0.03], [0.21, -0.24, -0.23], [-0.04, 0.12, 0.41], [0.17, 0.12, -0.17], [-0.33, -0.17, 0.22], [-0.08, 0.15, -0.40], [-0.08, 0.93, -1.67], [-0.22, -0.71, -0.08], [-0.07, 0.44, 0.13], [0.52, 0.15, -0.17], [2.46, 2.70, 0.68], [0.13, 0.36, 0.20], [-0.22, 0.61, 1.08], [0.04, 0.32, 0.09], [1.89, -1.65, -0.31], [0.38, -0.01, -0.53], [-0.06, 1.35, -0.78], [-0.34, -0.21, -0.01], [0.69, -1.42, -0.14], [0.21, 0.08, -0.03], [0.04, 0.13, 0.18], [-0.02, 0.00, -0.16], [-0.08, -0.01, -0.28], [0.20, -0.17, 0.11], [-0.11, -0.36, 0.29], [-0.51, 1.15, -0.48], [-1.02, -0.34, 0.05], [-0.88, -0.58, 0.30], [0.22, -0.43, -1.37], [0.62, -0.18, -0.25], [0.79, -0.35, -0.35], [-0.03, 0.56, 0.00], [0.37, -0.35, 0.21], [0.06, 0.07, -0.13], [-0.32, 0.31, 0.27], [0.07, -0.18, -0.20], [-0.06, -0.23, -0.24], [0.23, -0.12, 0.27], [0.12, -0.21, -0.06], [-0.28, 0.08, 0.31]]
}